Record 1
Formula: C5H5NO
Source: the OMol25 dataset
Level of theory: ωB97M-V/def2-TZVPD

Calculated values
E_tot (eV): -8799.211
HOMO (eV): -8.554
Largest force on an atom (eV/A): 3.0
Relative energy (zero: lowest compared OMol25 entry of this formula, charge and spin) (kJ/mol): 406.06
LUMO energy (eV): -0.02
2S+1: 1
Gap between HOMO and LUMO (eV): 8.54

XYZ file:
```
12
C5H5NO, DFT ωB97M-V/def2-TZVPD
O 0.2898 -1.7888 1.8765
C -0.1932 -1.2346 0.9415
C 0.2786 -0.7748 -0.4861
N -1.1551 -0.6040 -0.6787
C -1.5899 -0.6633 0.5633
C 0.2977 1.5698 0.2453
C 0.9677 0.5527 -0.3040
H 0.7588 -1.4756 -1.1635
H -1.6077 -0.1197 -1.4519
H -0.8756 1.4463 0.4619
H 0.8015 2.5003 0.5397
H 2.0275 0.5916 -0.5441
```

---

Record 2
Formula: C40H34N4PSV
Source: the OMol25 dataset
Level of theory: ωB97M-V/def2-TZVPD

Calculated values
<S²>: 3.7665
Charge: +1
E_tot (eV): -93801.041
HOMO (alpha / beta) (eV): -9.584 / -9.926
Largest force on an atom (eV/A): 1.2
Relative energy (zero: lowest compared OMol25 entry of this formula, charge and spin) (kJ/mol): 0.00
LUMO energy (alpha / beta) (eV): -2.02 / -1.91
2S+1: 4
Gap between HOMO and LUMO (alpha / beta) (eV): 7.57 / 8.01

XYZ file:
```
81
C40H34N4PSV, DFT ωB97M-V/def2-TZVPD
V 0.9201 -0.1896 -0.5403
C 3.6799 -3.0578 -0.1871
C 4.0875 -1.8662 -0.7852
C 3.8208 -0.6532 -0.1611
C 3.1478 -0.6317 1.0670
C 2.7451 -1.8235 1.6564
C 3.0126 -3.0354 1.0264
H 3.8893 -4.0039 -0.6702
H 4.6433 -1.8895 -1.7167
H 4.1658 0.2771 -0.5961
H 2.9844 0.3141 1.5680
H 2.2329 -1.8066 2.6093
H 2.6868 -3.9625 1.4805
C -3.4245 3.7714 1.9263
C -2.8188 3.5652 0.6926
C -1.9939 2.4637 0.5071
C -1.7722 1.5499 1.5386
C -2.3756 1.7753 2.7756
C -3.1973 2.8794 2.9680
P -0.7457 0.0813 1.1905
C -0.0960 -0.3760 2.8332
C -0.3820 -1.6013 3.4226
C 0.1902 -1.9401 4.6470
C 1.0426 -1.0532 5.2896
C 1.3178 0.1841 4.7135
C 0.7517 0.5141 3.4919
C -1.8808 -1.2708 0.7847
C -3.1659 -1.3567 1.2308
C -3.9500 -2.4925 0.9049
C -3.4129 -3.5007 0.1586
C -2.0798 -3.4284 -0.3325
C -1.5209 -4.4607 -1.1310
C -0.2515 -4.3292 -1.6102
C 0.5026 -3.1585 -1.3242
C 0.0401 -2.1076 -0.5535
C -1.2963 -2.2900 -0.0356
H -4.0670 4.6302 2.0781
H -2.9822 4.2602 -0.1224
H -1.5088 2.3276 -0.4526
H -2.2028 1.0917 3.6006
H -3.6601 3.0419 3.9339
H -1.0393 -2.3021 2.9235
H -0.0356 -2.9005 5.0937
H 1.4889 -1.3184 6.2400
H 1.9717 0.8884 5.2126
H 0.9748 1.4813 3.0552
H -3.5942 -0.5657 1.8366
H -4.9708 -2.5584 1.2599
H -4.0110 -4.3743 -0.0807
H -2.1145 -5.3406 -1.3559
H 0.1766 -5.1154 -2.2225
H 1.4994 -3.1101 -1.7617
N 2.7938 5.9657 -1.0072
C 2.4972 4.6521 -0.8617
C 1.7572 4.1843 0.2299
C 1.4770 2.8456 0.3299
N 1.8659 1.9108 -0.5610
C 2.5823 2.3800 -1.6051
C 2.9168 3.6952 -1.7956
H 2.4932 6.6439 -0.3319
H 3.3212 6.2962 -1.7939
H 1.3986 4.8600 0.9966
H 0.8975 2.5012 1.1745
H 2.8982 1.6480 -2.3364
H 3.4975 3.9778 -2.6647
N 2.4148 -0.4798 -3.4014
C 1.0546 -0.3140 -3.5199
N 0.2392 -0.0051 -2.5503
C -1.0922 0.0137 -3.0536
C -2.2338 0.2478 -2.3009
C -3.4634 0.2321 -2.9332
C -3.5666 -0.0113 -4.3069
C -2.4340 -0.2551 -5.0623
C -1.2058 -0.2455 -4.4090
S 0.3634 -0.5666 -5.0735
H 2.8170 -0.8444 -2.5445
H 2.8664 -0.9006 -4.1998
H -2.1755 0.4125 -1.2371
H -4.3604 0.4041 -2.3511
H -4.5385 -0.0218 -4.7835
H -2.5042 -0.4531 -6.1245
```

---

Record 3
Formula: C4H5LiMgO2Tl
Source: the OMol25 dataset
Level of theory: ωB97M-V/def2-TZVPD

Calculated values
<S²>: 0.7589
E_tot (eV): -18662.919
HOMO (alpha / beta) (eV): -6.321 / -6.323
Largest force on an atom (eV/A): 2.3
Relative energy (zero: lowest compared OMol25 entry of this formula, charge and spin) (kJ/mol): 0.00
LUMO energy (alpha / beta) (eV): -1.76 / -1.78
2S+1: 2
Gap between HOMO and LUMO (alpha / beta) (eV): 4.56 / 4.55

XYZ file:
```
14
C4H5LiMgO2Tl, DFT ωB97M-V/def2-TZVPD
O 1.5797 -0.9470 2.1871
C 1.5054 -2.2100 2.7987
C 0.1600 -2.4934 3.3703
Mg 0.0426 0.1219 1.6055
Tl 4.0025 -0.7797 1.5959
H 2.2544 -2.3610 3.6076
H 1.7638 -3.0179 2.0910
H -0.5477 -3.0701 2.7649
H -0.1837 -1.9817 4.2720
C -6.4075 -0.2223 -0.2685
C -5.2641 0.2040 -0.4442
O -4.0771 0.5780 -0.3802
Li -2.3433 0.7031 -0.0024
H -7.4608 -0.3815 -0.1446
```